# C11H15FSi

A 2-piece molecular cluster, C11H15FSi overall at a distorted geometry (ωB97M-V with the def2-TZVPD basis set, OMol25).

Computed properties:
2S+1: 1
max |F|: 5.8 eV/A
molar mass: 194.3 g/mol
HOMO-LUMO gap (alpha / beta): 7.3 / 8.5 eV
highest occupied orbital energy (alpha / beta): -7.71 / -9.30 eV
LUMO level (alpha / beta): -0.015 / -0.029 Ha

Atoms and positions in Å:
C (1.9232, 1.9191, 0.8998)
C (0.5478, 1.6525, 1.1804)
C (2.7921, 0.8898, 0.7584)
C (0.1929, 0.3466, 1.2718)
C (2.3469, -0.3850, 0.9056)
C (1.0445, -0.6719, 1.1163)
C (-1.3853, -0.0176, -1.6803)
C (-2.0782, -1.0799, -1.2951)
C (-1.7295, 2.3062, -2.4142)
C (0.1479, -3.2707, 2.8200)
C (-1.7504, 0.8070, -2.8526)
F (1.8527, -3.3058, 0.7802)
Si (0.4726, -2.5154, 1.1484)
H (2.0965, 2.9760, 0.6771)
H (-0.2299, 2.5254, 1.1782)
H (3.7913, 0.9612, 0.5153)
H (-0.9522, 0.0992, 1.4633)
H (3.0042, -1.2994, 0.8212)
H (-0.4842, 0.4343, -1.1918)
H (-2.9852, -1.2888, -1.8478)
H (-0.7358, 2.5767, -2.1129)
H (-2.4779, 2.4865, -1.6224)
H (-1.8998, 2.8080, -3.2412)
H (-0.6453, -2.7421, 3.3631)
H (-0.0822, -4.2887, 2.7064)
H (1.0223, -3.2686, 3.3812)
H (-2.8163, 0.8401, -3.0954)
H (-0.9827, 0.5053, -3.6330)